This record from OMol25 describes C17H25N3O4S in the gas phase. The level of theory is the ωB97M-V functional and the def2-TZVPD basis.

The geometry in ORCA input format:
```
! RIJCOSX wB97M-V def2-TZVPD def2/J DEFGRID3
* xyz 0 1
C -2.464 -2.474 -2.017
C -3.531 -1.411 -1.777
C -3.348 -0.664 -0.455
C -2.132 0.261 -0.468
C -1.887 0.965 0.870
C -0.806 2.048 0.725
C -0.891 3.115 1.809
C -1.503 -0.035 1.986
N -0.783 -1.207 1.530
C 0.550 -1.258 1.361
O 1.287 -0.307 1.545
C 1.089 -2.613 0.925
C 1.807 -2.495 -0.404
S 3.390 -1.606 -0.200
O 3.983 -1.951 1.061
O 4.170 -1.873 -1.382
C 3.069 0.162 -0.255
C 3.855 1.022 0.447
C 3.733 2.430 0.322
C 2.837 3.007 -0.528
C 2.009 2.144 -1.271
N 1.042 2.376 -2.138
O 0.578 1.191 -2.509
N 1.203 0.170 -1.918
C 2.118 0.706 -1.133
H -2.454 -3.197 -1.203
H -2.669 -3.009 -2.941
H -1.476 -2.028 -2.100
H -4.512 -1.892 -1.775
H -3.516 -0.694 -2.599
H -3.270 -1.394 0.354
H -4.240 -0.063 -0.262
H -1.236 -0.295 -0.745
H -2.290 1.020 -1.237
H -2.818 1.455 1.176
H 0.176 1.576 0.765
H -0.914 2.536 -0.246
H -0.114 3.861 1.658
H -1.857 3.615 1.779
H -0.757 2.686 2.798
H -0.863 0.471 2.711
H -2.400 -0.388 2.500
H -1.337 -1.998 1.245
H 1.825 -2.924 1.671
H 0.294 -3.359 0.870
H 1.250 -1.945 -1.158
H 2.102 -3.466 -0.793
H 4.580 0.603 1.127
H 4.383 3.052 0.919
H 2.740 4.074 -0.641
*
```

As for the structure (SMILES): CCCC[C@H](CC)CNC(=O)CCS(=O)(=O)c1cccc2nonc12. The value obtained for the HOMO-LUMO gap is 8.455 eV. For the energy above the lowest of the compared OMol25 structures with the same formula, charge and spin, the calculation gives 4.376 eV.

---

This record from OMol25 describes C49H55MoN11O6P as an isolated structure. The level of theory is the ωB97M-V functional and the def2-TZVPD basis.

The geometry in ORCA input format:
```
! RIJCOSX wB97M-V def2-TZVPD def2/J DEFGRID3
* xyz 1 3
Mo -0.315 -0.045 -0.060
C 3.214 5.982 7.290
O 3.224 5.618 5.916
C 3.904 4.498 5.570
C 3.882 4.167 4.213
C 4.511 3.024 3.770
C 5.192 2.206 4.670
C 5.278 2.571 5.994
C 4.615 3.705 6.461
N 5.931 1.024 4.243
N 5.413 0.186 3.494
C 4.004 0.270 3.126
C 3.000 0.366 4.039
C 1.636 0.306 3.665
C 1.289 0.166 2.350
O 0.046 0.168 1.890
C 2.336 0.023 1.394
N 1.934 -0.132 0.092
C 2.853 -0.222 -0.841
C 4.232 -0.190 -0.559
C 4.647 -0.056 0.732
C 3.687 0.061 1.765
H 2.616 6.885 7.357
H 4.223 6.191 7.652
H 2.762 5.197 7.900
H 3.372 4.831 3.526
H 4.506 2.778 2.715
H 5.846 1.952 6.678
H 4.675 3.960 7.509
H 3.255 0.489 5.085
H 0.858 0.390 4.413
H 2.502 -0.337 -1.860
H 4.940 -0.271 -1.373
H 5.700 -0.039 0.982
O -0.094 -0.209 -2.054
C 0.002 0.663 -2.947
C 0.012 2.051 -2.736
C 0.033 2.898 -3.871
C 0.016 4.233 -3.699
C 0.001 4.826 -2.413
C 0.001 4.039 -1.305
C -0.009 2.623 -1.423
O -0.012 1.908 -0.359
N 0.002 5.109 -4.894
O -0.008 4.574 -5.982
O 0.002 6.304 -4.698
H 0.075 0.291 -3.972
H 0.052 2.487 -4.873
H -0.009 5.905 -2.340
H -0.006 4.463 -0.310
C -0.849 -3.963 1.891
C -1.005 -2.689 1.378
N -0.246 -2.229 0.377
C 0.684 -3.042 -0.131
C 0.908 -4.329 0.311
C 0.122 -4.790 1.359
C 2.001 -5.136 -0.288
C 1.944 -6.402 -0.683
C 0.749 -7.278 -0.766
C 0.907 -8.647 -0.892
C -0.238 -9.410 -1.035
N -1.456 -8.870 -1.046
C -1.497 -7.547 -0.898
N -0.466 -6.720 -0.759
H -1.483 -4.289 2.703
H -1.741 -2.004 1.775
H 1.262 -2.643 -0.957
H 0.278 -5.787 1.752
H 2.956 -4.626 -0.380
H 2.862 -6.860 -1.038
H 1.888 -9.104 -0.880
H -0.182 -10.487 -1.150
H -2.483 -7.094 -0.894
N -2.157 -0.041 0.014
P -3.733 0.055 0.020
N -4.307 0.771 1.385
C -5.034 2.046 1.375
C -6.018 2.090 2.537
C -5.281 1.891 3.860
C -4.505 0.576 3.829
C -3.560 0.543 2.636
N -4.234 0.878 -1.299
C -5.521 0.611 -1.965
C -5.445 1.113 -3.399
C -5.294 2.644 -3.436
C -4.500 3.151 -2.218
C -3.518 2.093 -1.738
N -4.430 -1.428 0.002
C -5.748 -1.696 0.630
C -6.450 -2.827 -0.104
C -5.623 -4.114 -0.041
C -4.132 -3.842 -0.349
C -3.921 -2.451 -0.927
H -5.556 2.152 0.427
H -4.327 2.884 1.469
H -6.751 1.287 2.406
H -6.555 3.040 2.526
H -5.985 1.899 4.692
H -4.581 2.720 4.010
H -5.210 -0.258 3.751
H -3.931 0.444 4.748
H -3.054 -0.421 2.572
H -2.784 1.308 2.747
H -6.351 1.111 -1.445
H -5.719 -0.458 -1.936
H -6.335 0.802 -3.947
H -4.587 0.636 -3.880
H -6.279 3.113 -3.445
H -4.794 2.936 -4.361
H -5.182 3.396 -1.402
H -3.961 4.067 -2.463
H -2.913 2.464 -0.910
H -2.832 1.840 -2.552
H -6.358 -0.794 0.618
H -5.605 -1.978 1.678
H -6.622 -2.539 -1.145
H -7.431 -2.983 0.346
H -6.032 -4.847 -0.735
H -5.716 -4.539 0.960
H -3.738 -4.576 -1.057
H -3.538 -3.933 0.564
H -4.420 -2.376 -1.902
H -2.863 -2.256 -1.091
*
```

The value obtained for the HOMO-LUMO gap (alpha / beta) is 5.885 / 6.291 eV. For the energy above the lowest of the compared OMol25 structures with the same formula, charge and spin, the calculation gives 0.475 eV.

---

This record from OMol25 describes C25H23AlClO2P as an isolated structure. The level of theory is the ωB97M-V functional and the def2-TZVPD basis.

The geometry in ORCA input format:
```
! RIJCOSX wB97M-V def2-TZVPD def2/J DEFGRID3
* xyz 0 1
C 2.334 3.489 1.504
C 0.988 3.283 1.132
C 0.311 2.567 2.166
H 0.501 3.766 0.282
C 1.255 2.331 3.229
C 2.530 2.946 2.834
H 3.265 3.277 3.573
H 2.998 4.228 1.072
H -0.774 2.422 2.240
H 1.029 2.049 4.249
Al 2.522 0.942 1.997
Cl 1.350 -0.722 2.160
P -0.723 -0.518 -0.414
C -2.381 -0.734 0.324
C -3.571 -0.469 -0.368
H -3.542 -0.101 -1.383
C -4.795 -0.683 0.248
H -5.717 -0.483 -0.295
C -4.850 -1.157 1.565
H -5.824 -1.328 2.049
C -3.660 -1.415 2.263
H -3.710 -1.789 3.283
C -2.435 -1.188 1.649
H -1.512 -1.368 2.191
C -1.106 0.367 -1.963
C -1.234 1.761 -1.885
H -1.104 2.265 -0.932
C -1.544 2.501 -3.020
H -1.655 3.581 -2.963
C -1.717 1.851 -4.252
H -1.965 2.432 -5.153
C -1.577 0.459 -4.330
H -1.714 -0.047 -5.283
C -1.267 -0.278 -3.197
H -1.157 -1.351 -3.270
C -0.346 -2.205 -1.007
C -1.296 -3.234 -1.061
H -2.307 -3.062 -0.724
C -0.939 -4.482 -1.552
H -1.680 -5.276 -1.599
C 0.370 -4.722 -1.988
H 0.649 -5.713 -2.378
C 1.326 -3.696 -1.925
H 2.339 -3.886 -2.271
C 0.971 -2.451 -1.421
H 1.714 -1.663 -1.352
C 6.362 1.140 2.264
C 4.861 0.985 2.397
O 4.206 0.778 3.452
O 4.189 1.090 1.260
H 6.754 1.798 3.048
H 6.483 1.581 1.278
H 6.797 0.136 2.280
*
```

The value obtained for the HOMO-LUMO gap is 8.256 eV. For the energy above the lowest of the compared OMol25 structures with the same formula, charge and spin, the calculation gives 0.000 eV.

---

This record from OMol25 describes C20H24ClNO4 in the gas phase. The level of theory is the ωB97M-V functional and the def2-TZVPD basis.

The geometry in ORCA input format:
```
! RIJCOSX wB97M-V def2-TZVPD def2/J DEFGRID3
* xyz 0 1
C 2.562 -5.859 -2.361
O 1.603 -5.144 -1.626
C 1.361 -3.846 -1.971
C 1.991 -3.160 -2.992
C 1.671 -1.834 -3.257
C 0.710 -1.180 -2.514
C 0.365 0.262 -2.751
C 0.903 1.125 -1.600
N 0.445 2.494 -1.666
C -0.752 2.854 -1.158
O -1.507 2.060 -0.635
C -1.093 4.334 -1.290
C -1.689 4.835 0.026
C -0.601 5.052 1.084
O 0.285 3.961 1.225
C -0.120 2.820 1.847
C 0.805 1.774 1.827
C 0.512 0.558 2.406
C -0.715 0.381 3.026
Cl -1.098 -1.146 3.750
C -1.632 1.413 3.076
C -1.337 2.631 2.490
C 0.068 -1.867 -1.484
C 0.380 -3.183 -1.198
O -0.189 -3.924 -0.209
C -1.150 -3.309 0.614
H 3.556 -5.406 -2.279
H 2.286 -5.937 -3.418
H 2.585 -6.856 -1.922
H 2.742 -3.645 -3.595
H 2.181 -1.320 -4.059
H 0.780 0.604 -3.701
H -0.720 0.383 -2.780
H 1.995 1.115 -1.598
H 0.539 0.713 -0.656
H 1.010 3.168 -2.155
H -0.213 4.917 -1.564
H -1.840 4.429 -2.082
H -2.407 4.087 0.366
H -2.211 5.782 -0.122
H -1.054 5.316 2.048
H 0.050 5.876 0.775
H 1.753 1.938 1.340
H 1.228 -0.249 2.374
H -2.583 1.267 3.564
H -2.073 3.417 2.539
H -0.685 -1.348 -0.913
H -2.030 -2.995 0.043
H -1.444 -4.067 1.339
H -0.737 -2.445 1.143
*
```

As for the structure (SMILES): COc1ccc(CCNC(=O)CCCOc2ccc(Cl)cc2)cc1OC. The value obtained for the HOMO-LUMO gap is 8.482 eV. For the energy above the lowest of the compared OMol25 structures with the same formula, charge and spin, the calculation gives 0.186 eV.

---

This record from OMol25 describes an isolated ion of composition C3H6N3O2S and charge +1. The level of theory is the ωB97M-V functional and the def2-TZVPD basis.

The geometry in ORCA input format:
```
! RIJCOSX wB97M-V def2-TZVPD def2/J DEFGRID3
* xyz 1 1
N 0.796 -0.008 -1.581
C 1.060 -0.922 -0.559
S 1.091 -2.588 -0.763
N 1.377 -0.413 0.732
C 0.615 0.522 1.271
C -0.662 1.023 0.924
N -1.659 0.504 0.218
O -2.792 0.949 0.158
O -1.426 -0.663 -0.447
H 1.002 1.024 -1.689
H 0.812 -0.322 -2.506
H 1.990 -0.802 1.396
H 1.008 0.810 2.218
H -1.026 1.787 1.570
H -2.185 -0.899 -0.942
*
```

As for the structure (SMILES): NC(=S)N/C=C\[N+](=O)O. The value obtained for the HOMO-LUMO gap (alpha / beta) is 6.625 / 6.627 eV. For the energy above the lowest of the compared OMol25 structures with the same formula, charge and spin, the calculation gives 3.850 eV.

---

This record from OMol25 describes C31H26Br2N5OS2ScSe as an isolated structure. The level of theory is the ωB97M-V functional and the def2-TZVPD basis.

The geometry in ORCA input format:
```
! RIJCOSX wB97M-V def2-TZVPD def2/J DEFGRID3
* xyz -2 1
Sc -0.117 -0.321 -0.237
C 0.789 -0.570 3.255
C -0.618 -1.031 3.033
C -1.396 -1.490 4.128
C -2.625 -2.032 3.926
C -3.123 -2.174 2.609
C -4.346 -2.797 2.258
Br -5.492 -3.506 3.612
C -4.710 -2.937 0.950
C -3.896 -2.439 -0.073
Br -4.439 -2.687 -1.871
C -2.690 -1.765 0.169
O -1.931 -1.299 -0.728
C -2.315 -1.663 1.575
N -1.101 -1.079 1.811
H 0.903 -0.085 4.226
H 1.146 0.105 2.485
H 1.457 -1.435 3.228
H -0.983 -1.411 5.125
H -3.222 -2.375 4.761
H -5.634 -3.436 0.694
S 2.341 2.311 -3.499
C 3.537 1.289 -2.761
C 4.888 1.138 -3.073
C 5.624 0.246 -2.315
C 5.035 -0.474 -1.268
C 3.698 -0.326 -0.962
C 2.948 0.560 -1.731
N 1.591 0.818 -1.544
C 1.139 1.698 -2.377
C -0.279 2.127 -2.397
C -0.694 3.140 -3.266
C -2.019 3.539 -3.261
C -2.902 2.920 -2.376
C -2.453 1.919 -1.524
C -1.126 1.464 -1.494
H 5.345 1.707 -3.872
H 6.677 0.108 -2.533
H 5.636 -1.156 -0.680
H 3.193 -0.870 -0.170
H 0.009 3.620 -3.943
H -2.362 4.316 -3.934
H -3.948 3.216 -2.367
H -3.182 1.461 -0.857
S 0.368 4.231 1.674
C -1.046 3.489 2.291
C -1.063 2.183 1.936
N 0.015 1.769 1.187
C 0.844 2.745 0.986
H -1.774 4.033 2.868
H -1.835 1.471 2.188
H 1.766 2.639 0.433
Se 3.841 1.674 2.315
C 4.394 0.214 3.277
N 4.751 -0.706 3.891
C 0.066 -4.071 -0.861
C 1.311 -3.164 -0.823
C 2.372 -3.858 0.055
C 1.874 -3.079 -2.257
N 0.986 -1.871 -0.304
H 0.303 -5.082 -1.222
H -0.696 -3.633 -1.511
H -0.356 -4.147 0.145
H 2.635 -4.861 -0.310
H 1.991 -3.944 1.076
H 3.279 -3.248 0.088
H 2.020 -4.072 -2.707
H 2.832 -2.553 -2.258
H 1.175 -2.514 -2.880
*
```

The value obtained for the HOMO-LUMO gap is 4.527 eV. For the energy above the lowest of the compared OMol25 structures with the same formula, charge and spin, the calculation gives 1.650 eV.

---

What did we get for max |F|? Answer: 1.77, 1.47, 2.72, 0.69, 4.01, 1.86 eV/Å, in the order shown.